C72H180N12O24 | ωB97M-V/def2-TZVPD

The value obtained for the frontier orbital gap is 0.33150 hartree. The calculation puts the largest force on an atom at 2.349 eV/Å. The energy above the lowest of the compared OMol25 structures with the same formula, charge and spin is 0.0 kcal per mole. Its highest occupied orbital energy is -0.3154 Eh. Its SMILES is COCCNCCOC.COCCNCCOC.COCCNCCOC.COCCNCCOC.COCCNCCOC.COCCNCCOC.COCCNCCOC.COCCNCCOC.COCCNCCOC.COCCNCCOC.COCCNCCOC.COCCNCCOC.

Geometry as ORCA input:
```
! wB97M-V def2-TZVPD RIJCOSX def2/J DEFGRID3
* xyz 0 1
C 2.51821 1.67747 -8.08530
O 2.18748 1.38872 -6.74615
C 1.60527 2.46140 -6.02767
C 0.14486 2.75759 -6.33701
N -0.75176 1.62495 -6.19690
C -0.62697 1.02998 -4.85466
C -1.76939 0.06320 -4.60024
O -1.63653 -0.46091 -3.30455
C -2.65828 -1.38754 -3.00375
H 3.43358 2.28374 -8.05138
H 1.75735 2.21772 -8.65080
H 2.80674 0.76483 -8.60296
H 2.20622 3.32574 -6.35266
H 1.70307 2.38824 -4.94195
H 0.11907 3.17166 -7.34739
H -0.13665 3.55242 -5.64128
H -0.55037 0.90070 -6.87521
H -0.65368 1.82792 -4.10939
H 0.35551 0.54618 -4.81915
H -1.77137 -0.70880 -5.38214
H -2.71054 0.62556 -4.66504
H -2.43253 -1.85466 -2.04762
H -2.70538 -2.18187 -3.75617
H -3.65043 -0.92905 -2.95828
C 1.52038 6.20497 -4.72272
O 2.79917 6.32728 -5.34420
C 3.78177 5.60995 -4.59530
C 5.12409 5.93851 -5.21216
N 5.65634 7.25103 -4.82740
C 5.07138 8.39755 -5.47737
C 5.82528 9.64881 -5.07511
O 5.34625 10.80023 -5.76325
C 5.93067 11.98347 -5.29416
H 1.03467 5.23576 -4.86607
H 0.89809 7.01450 -5.09785
H 1.66651 6.35190 -3.64810
H 3.57689 4.54081 -4.74143
H 3.77590 5.79908 -3.51861
H 5.07512 5.81670 -6.30250
H 5.88374 5.23746 -4.86369
H 6.65141 7.20701 -5.00618
H 4.01228 8.52396 -5.25131
H 5.07032 8.29708 -6.57577
H 6.89053 9.60792 -5.33430
H 5.64844 9.80784 -4.00480
H 5.43250 12.35559 -4.39203
H 5.82142 12.74093 -6.06904
H 6.99656 11.92542 -5.04828
C -3.89673 2.38268 4.99644
O -5.18534 2.32258 4.45272
C -6.20006 2.51241 5.43367
C -7.54602 2.30244 4.80708
N -7.63371 0.99561 4.14433
C -8.92724 0.80966 3.48315
C -8.79836 -0.36747 2.51542
O -8.07284 0.11107 1.40565
C -7.73236 -0.93949 0.52396
H -3.60084 1.54764 5.63786
H -3.73835 3.32073 5.54578
H -3.15589 2.47912 4.19896
H -6.11793 3.54066 5.80106
H -5.97913 1.80128 6.23513
H -7.71144 3.08929 4.05913
H -8.35048 2.30207 5.54426
H -6.91857 0.94807 3.42476
H -9.22240 1.72571 2.96042
H -9.67770 0.57821 4.24275
H -9.75203 -0.80257 2.18784
H -8.29902 -1.21333 3.00759
H -7.18363 -0.60851 -0.35746
H -8.64264 -1.43990 0.18474
H -7.04434 -1.64409 1.00443
C -0.49731 -4.04212 5.70018
O -1.40635 -2.95132 5.70247
C -0.81172 -1.81011 5.09544
C -1.62284 -0.55711 5.31949
N -1.42159 0.14129 6.60532
C -1.69465 -0.71295 7.75890
C -3.17670 -0.98303 7.96962
O -3.39988 -1.26836 9.32911
C -4.68920 -1.79520 9.58462
H -0.15748 -4.24460 4.68107
H -1.11086 -4.89214 5.99996
H 0.30972 -3.87465 6.41727
H -0.67288 -1.96615 4.01948
H 0.16735 -1.62284 5.55417
H -2.68498 -0.81068 5.26992
H -1.32767 0.19732 4.58717
H -0.53063 0.60448 6.70524
H -1.40262 -0.20828 8.68394
H -1.15625 -1.66387 7.74547
H -3.54301 -1.77216 7.29989
H -3.77692 -0.10487 7.68792
H -4.81766 -2.01864 10.64312
H -4.70391 -2.77680 9.10008
H -5.52127 -1.17308 9.25830
C 5.55805 2.04810 -6.45308
O 6.44259 1.66258 -5.40251
C 6.69327 2.73545 -4.55089
C 7.65598 2.35104 -3.41060
N 8.24430 3.39659 -2.61724
C 7.25575 4.20525 -1.85547
C 6.77899 3.53152 -0.57136
O 5.71012 4.31801 -0.07309
C 4.84088 3.55116 0.71951
H 5.36983 1.14216 -7.02245
H 6.09538 2.80339 -7.03558
H 4.62156 2.47701 -6.08515
H 5.80592 3.04086 -3.97870
H 7.18417 3.57534 -5.05876
H 8.47710 1.80184 -3.89137
H 7.22300 1.55067 -2.80370
H 8.67055 4.12798 -3.17681
H 6.38013 4.39339 -2.48312
H 7.67065 5.17113 -1.56240
H 7.51428 3.29553 0.20194
H 6.40262 2.55186 -0.90602
H 4.08020 4.18513 1.17868
H 5.29351 3.15615 1.63860
H 4.36199 2.69395 0.23845
C -4.52126 2.24209 -1.38587
O -3.57783 3.28405 -1.39153
C -2.58493 3.12885 -2.38631
C -1.39358 4.00174 -2.01425
N -0.98993 3.66977 -0.66256
C 0.16321 4.42890 -0.18363
C 0.20688 4.31157 1.33411
O -0.64371 5.25646 1.97370
C -1.65823 4.57083 2.69756
H -5.20994 2.37338 -0.55044
H -4.05217 1.28044 -1.13755
H -5.07344 2.11568 -2.32133
H -3.01327 3.45426 -3.34358
H -2.24821 2.09126 -2.49116
H -1.56731 5.06736 -2.21048
H -0.60605 3.70389 -2.72017
H -1.82111 3.64277 -0.08831
H 0.11533 5.49872 -0.41079
H 1.05099 3.93505 -0.58338
H 1.19835 4.46403 1.77763
H 0.01291 3.26249 1.59284
H -2.29541 3.98597 2.02900
H -2.27866 5.29875 3.21936
H -1.14826 3.94600 3.43820
C -3.76616 -9.53111 7.01151
O -3.65834 -8.63548 5.92453
C -3.63245 -7.26251 6.27306
C -3.52277 -6.43569 5.00373
N -2.32501 -6.90616 4.28467
C -2.24198 -6.56141 2.86473
C -2.28435 -5.09346 2.48117
O -2.33468 -5.00331 1.06084
C -2.43122 -3.66589 0.62792
H -3.88843 -10.49147 6.51310
H -4.63946 -9.27138 7.61650
H -2.90751 -9.63329 7.68181
H -2.83460 -7.03013 6.99173
H -4.54161 -7.08501 6.86528
H -3.35966 -5.41033 5.33526
H -4.42437 -6.60475 4.40765
H -2.38372 -7.91472 4.36694
H -2.97581 -7.14500 2.28753
H -1.34178 -7.02989 2.45304
H -1.40238 -4.53366 2.81002
H -3.18323 -4.58827 2.85410
H -3.37584 -3.12594 0.73940
H -2.20611 -3.73537 -0.43788
H -1.62617 -3.07106 1.07683
C 6.81468 -8.24758 -6.85046
O 6.32275 -8.01698 -5.55504
C 5.09524 -7.28184 -5.51381
C 4.65332 -7.23087 -4.06914
N 3.33227 -6.59806 -3.95193
C 3.46227 -5.14239 -3.93295
C 2.07698 -4.50257 -3.79917
O 2.21165 -3.10499 -3.68107
C 0.99075 -2.40811 -3.68807
H 6.32303 -9.13404 -7.26788
H 7.87702 -8.48778 -6.79798
H 6.69466 -7.35344 -7.46999
H 4.39147 -7.83279 -6.14392
H 5.30996 -6.29832 -5.94210
H 5.38149 -6.75493 -3.40095
H 4.56614 -8.24963 -3.68385
H 3.02340 -6.85738 -3.01782
H 3.81154 -4.80104 -4.91182
H 4.14902 -4.69825 -3.20384
H 1.64351 -4.94502 -2.88984
H 1.42335 -4.77044 -4.63124
H 0.34450 -2.72038 -4.51409
H 1.13803 -1.33415 -3.78436
H 0.45571 -2.56243 -2.74719
C -3.99274 -0.25478 2.22954
O -3.22407 -0.12022 1.04862
C -1.86488 0.24480 1.21168
C -1.16854 -0.03406 -0.13438
N 0.17179 0.53349 -0.17055
C 0.84145 0.22259 -1.43789
C 2.26286 0.66343 -1.52652
O 2.25128 2.09957 -1.49221
C 3.30753 2.61533 -2.25174
H -3.72593 -1.19144 2.73574
H -5.05229 -0.34858 1.99270
H -3.86061 0.57246 2.92944
H -1.39256 -0.32137 2.02305
H -1.77379 1.30869 1.46349
H -1.77726 0.41948 -0.92357
H -1.12085 -1.12065 -0.21773
H 0.10973 1.54674 -0.26073
H 0.30678 0.70226 -2.27151
H 0.74596 -0.86044 -1.53538
H 2.67940 0.33237 -2.48258
H 2.91807 0.25410 -0.75183
H 4.28329 2.18180 -1.98587
H 3.47762 3.68051 -2.08407
H 3.23218 2.42498 -3.33043
C 5.83046 -1.10851 -1.03884
O 5.33796 -0.63761 -2.26914
C 5.43511 -1.56065 -3.32757
C 4.69057 -0.97791 -4.52365
N 4.25213 -2.04682 -5.43383
C 3.54187 -1.46242 -6.58582
C 3.11169 -2.59541 -7.52476
O 2.15252 -3.45385 -6.96062
C 1.81933 -4.53592 -7.80732
H 5.43375 -2.05534 -0.65880
H 5.58824 -0.30447 -0.34080
H 6.92254 -1.21463 -1.06501
H 4.98238 -2.52949 -3.05284
H 6.46592 -1.88959 -3.52331
H 5.45350 -0.34070 -4.97232
H 3.82796 -0.37916 -4.21515
H 3.52953 -2.55948 -4.92136
H 4.31803 -0.88127 -7.08240
H 2.63964 -0.95912 -6.23053
H 4.04269 -3.10406 -7.80811
H 2.71368 -2.16800 -8.45604
H 1.12476 -5.12779 -7.20495
H 2.65844 -5.22121 -7.94947
H 1.30008 -4.24824 -8.72126
C -10.39406 -6.09877 4.94598
O -9.49136 -5.02799 5.06450
C -8.35810 -5.19578 4.21580
C -7.45085 -3.99362 4.35247
N -6.49318 -4.12257 5.44189
C -5.47248 -3.06727 5.36808
C -6.04984 -1.69324 5.72834
O -6.72782 -1.79676 6.95209
C -7.40012 -0.61166 7.33742
H -10.60547 -6.28579 3.88609
H -11.34881 -5.87638 5.41681
H -10.02413 -7.04120 5.36007
H -8.75445 -5.18681 3.19025
H -7.88497 -6.16630 4.38243
H -8.12394 -3.12610 4.38813
H -6.89719 -3.89233 3.41464
H -6.97203 -3.97520 6.32520
H -4.98470 -3.05467 4.38982
H -4.62755 -3.30296 6.02229
H -6.67770 -1.38992 4.88534
H -5.25154 -0.94141 5.77702
H -8.09117 -0.74349 8.16562
H -8.03181 -0.28221 6.50328
H -6.64985 0.16672 7.49766
C 4.59556 5.63994 3.77184
O 4.60106 4.24074 3.79044
C 3.38595 3.66010 4.24207
C 3.65888 2.20665 4.54540
N 2.48821 1.56208 5.12543
C 1.34963 1.40607 4.22139
C 1.61339 0.63575 2.92559
O 2.10928 -0.64204 3.27061
C 2.24928 -1.47488 2.12952
H 3.99175 5.99734 2.92188
H 5.58872 6.05062 3.60917
H 4.10266 6.12120 4.62364
H 2.58578 3.81986 3.51549
H 3.15767 4.09590 5.22097
H 4.52233 2.13848 5.20791
H 4.00632 1.66354 3.65400
H 2.70994 0.71811 5.62671
H 0.97291 2.39936 3.97408
H 0.57504 0.84688 4.74564
H 2.30949 1.12780 2.23626
H 0.65370 0.50867 2.40936
H 2.35606 -2.53294 2.36293
H 3.16540 -1.12943 1.63739
H 1.36975 -1.38211 1.48428
*
```

Atomic partial charges in e from the Mulliken method, atoms 1 to 99: number 1, C, carries -0.966; number 2, O, carries 0.359; number 3, C, carries 0.511; number 4, C, carries -1.415; number 5, N, carries -0.302; number 6, C, carries 1.563; number 7, C, carries -1.537; number 8, O, carries 1.019; number 9, C, carries -0.939; number 10, H, carries 0.278; number 11, H, carries 0.349; number 12, H, carries 0.190; number 13, H, carries 0.773; number 14, H, carries -0.794; number 15, H, carries 0.619; number 16, H, carries 0.108; number 17, H, carries 0.442; number 18, H, carries -0.799; number 19, H, carries -0.496; number 20, H, carries 0.609; number 21, H, carries 0.167; number 22, H, carries -0.126; number 23, H, carries 0.388; number 24, H, carries 0.323; number 25, C, carries -0.662; number 26, O, carries -0.360; number 27, C, carries 0.034; number 28, C, carries -0.579; number 29, N, carries -0.254; number 30, C, carries -0.495; number 31, C, carries -0.422; number 32, O, carries -0.323; number 33, C, carries -0.751; number 34, H, carries -0.047; number 35, H, carries 0.376; number 36, H, carries 0.428; number 37, H, carries -0.023; number 38, H, carries 0.538; number 39, H, carries 0.423; number 40, H, carries -0.159; number 41, H, carries 0.243; number 42, H, carries 0.183; number 43, H, carries 0.249; number 44, H, carries 0.356; number 45, H, carries 0.317; number 46, H, carries 0.288; number 47, H, carries 0.259; number 48, H, carries 0.310; number 49, C, carries -0.491; number 50, O, carries -0.176; number 51, C, carries -0.199; number 52, C, carries -0.962; number 53, N, carries 0.529; number 54, C, carries -1.076; number 55, C, carries -0.043; number 56, O, carries -0.352; number 57, C, carries -0.678; number 58, H, carries 0.254; number 59, H, carries 0.456; number 60, H, carries -0.346; number 61, H, carries 0.433; number 62, H, carries -0.043; number 63, H, carries 0.495; number 64, H, carries 0.378; number 65, H, carries -0.157; number 66, H, carries 0.371; number 67, H, carries 0.474; number 68, H, carries 0.643; number 69, H, carries -0.184; number 70, H, carries 0.215; number 71, H, carries 0.353; number 72, H, carries 0.190; number 73, C, carries -0.748; number 74, O, carries 0.055; number 75, C, carries -0.822; number 76, C, carries 0.618; number 77, N, carries -0.143; number 78, C, carries -1.031; number 79, C, carries 1.328; number 80, O, carries -0.509; number 81, C, carries -0.481; number 82, H, carries 0.290; number 83, H, carries 0.054; number 84, H, carries 0.314; number 85, H, carries 0.135; number 86, H, carries 0.522; number 87, H, carries -0.668; number 88, H, carries 0.245; number 89, H, carries 0.367; number 90, H, carries 0.576; number 91, H, carries 0.154; number 92, H, carries -0.746; number 93, H, carries -0.117; number 94, H, carries 0.365; number 95, H, carries 0.218; number 96, H, carries 0.123; number 97, C, carries -0.626; number 98, O, carries -0.392; number 99, C, carries 0.708

---

C3H2IrO4 | ωB97M-V/def2-TZVPD

The value obtained for the frontier orbital gap (alpha / beta) is 0.21785 / 0.23048 hartree. The calculation puts the largest force on an atom at 8.711 eV/Å. The energy above the lowest of the compared OMol25 structures with the same formula, charge and spin is 47.8 kcal per mole. Its highest occupied orbital energy (alpha / beta) is -0.6238 / -0.7121 Eh. As for the expectation value of S²: 8.778.

Geometry as ORCA input:
```
! wB97M-V def2-TZVPD RIJCOSX def2/J DEFGRID3
* xyz 2 6
H -0.92427 -1.30567 0.96611
C -2.35359 -0.78169 -0.65078
C -1.08952 -0.57861 0.14590
O -0.58414 0.56472 0.15248
C 1.67791 0.96609 -0.12426
O 1.89280 -0.18958 -0.19206
O 2.23162 1.97141 0.19889
O -3.46902 -0.86968 -0.29017
Ir 4.14680 1.82327 0.93143
H -1.52860 -1.60025 -1.13754
*
```

How positive or negative is each atom? The natural (NBO) charges in e answer that: number 1, H, carries 0.310; number 2, C, carries 0.451; number 3, C, carries 0.298; number 4, O, carries -0.300; number 5, C, carries 1.030; number 6, O, carries -0.431; number 7, O, carries -0.609; number 8, O, carries -0.080; number 9, Ir, carries 1.001; number 10, H, carries 0.331

---

C2H10NSi | ωB97M-V/def2-TZVPD

The value obtained for the frontier orbital gap (alpha / beta) is 0.23911 / 0.21901 hartree. The calculation puts the largest force on an atom at 5.017 eV/Å. The energy above the lowest of the compared OMol25 structures with the same formula, charge and spin is 17.9 kcal per mole. Its highest occupied orbital energy (alpha / beta) is -0.3794 / -0.5822 Eh. As for the expectation value of S²: 2.007.

Geometry as ORCA input:
```
! wB97M-V def2-TZVPD RIJCOSX def2/J DEFGRID3
* xyz 1 3
C -2.11453 -0.46595 -0.23376
C -1.29445 0.57435 0.55920
N 2.46934 -0.27552 0.23924
Si 0.46375 0.72151 -0.29900
H -2.45674 -0.05144 -1.26547
H -1.42273 -1.39388 -0.38971
H -3.11784 -0.82796 0.24631
H -1.23006 0.31378 1.59344
H 2.74871 -0.86512 1.08027
H 3.07790 0.40752 0.05628
H 2.54376 -0.80888 -0.63363
H -1.77366 1.53322 0.56254
H 1.11833 0.29122 -1.64901
H 1.11768 1.96679 0.15472
*
```

How positive or negative is each atom? The natural (NBO) charges in e answer that: number 1, C, carries -0.671; number 2, C, carries -0.535; number 3, N, carries -1.022; number 4, Si, carries 0.728; number 5, H, carries 0.260; number 6, H, carries 0.261; number 7, H, carries 0.349; number 8, H, carries 0.266; number 9, H, carries 0.428; number 10, H, carries 0.378; number 11, H, carries 0.396; number 12, H, carries 0.254; number 13, H, carries -0.083; number 14, H, carries -0.009